Record 1
Molecular formula: C28H52N2O2PtSi2
Method: DFT, ωB97M-V/def2-TZVPD

E_LUMO (alpha / beta) = -0.07 / -0.07 eV
<S²> = 2.0423
HOMO-LUMO gap (alpha / beta) = 0.179 / 0.248 Eh

```
! wB97M-V def2-TZVPD RIJCOSX def2/J DEFGRID3
* xyz 0 3
O 0.98 2.23 -0.34
O -0.19 2.21 -2.97
C 0.36 3.54 0.26
C 1.05 3.68 1.58
H -0.72 3.37 0.32
H 0.62 4.26 -0.52
H 0.98 2.76 2.17
H 0.62 4.48 2.18
H 2.11 3.93 1.41
C 2.37 2.41 -0.99
C 2.55 3.71 -1.72
H 2.53 1.54 -1.62
H 3.03 2.39 -0.11
H 2.00 3.79 -2.66
H 3.62 3.72 -1.97
H 2.38 4.60 -1.10
C 0.21 1.20 -3.91
C -1.31 3.03 -3.31
C 1.41 1.61 -4.71
H -0.66 0.94 -4.54
H 0.48 0.29 -3.35
H 1.19 2.48 -5.33
H 1.72 0.79 -5.37
H 2.27 1.84 -4.07
C -0.98 4.05 -4.36
H -1.63 3.54 -2.40
H -2.15 2.38 -3.63
H -0.10 4.64 -4.09
H -1.82 4.75 -4.45
H -0.82 3.60 -5.34
H 0.28 1.72 -0.86
Pt -0.54 -0.92 1.02
C -1.16 0.39 -0.44
Si -2.99 -0.10 -0.46
H -1.01 1.45 -0.19
H -0.66 0.12 -1.38
C -3.95 1.52 -0.28
C -3.71 -1.26 0.85
C -3.45 -0.89 -2.12
C 1.47 -0.51 1.50
Si 2.90 -1.51 0.72
H 1.51 -0.59 2.60
H 1.55 0.58 1.26
C 4.38 -0.35 0.79
C 2.52 -1.95 -1.06
C 3.23 -3.06 1.73
H -2.80 -0.52 -2.92
H -4.49 -0.63 -2.39
H -3.38 -1.98 -2.10
H -3.73 1.99 0.69
H -5.04 1.34 -0.34
H -3.67 2.22 -1.08
H -3.28 -1.11 1.85
H -3.57 -2.32 0.57
H -4.79 -1.07 0.91
H 3.18 -1.39 -1.73
H 1.47 -1.73 -1.32
H 2.70 -3.02 -1.20
H 4.10 -3.60 1.33
H 2.36 -3.74 1.72
H 3.45 -2.79 2.77
H 5.30 -0.94 0.64
H 4.44 0.16 1.77
H 4.32 0.41 0.00
C -0.10 -6.52 0.54
C -0.08 -5.42 -0.33
C -0.32 -4.13 0.14
C -0.52 -3.95 1.53
C -0.56 -5.05 2.40
C -0.34 -6.33 1.91
N -0.62 -2.65 2.09
N -0.88 -2.69 3.38
C -1.12 -1.42 3.87
C -1.38 -1.19 5.25
C -1.61 0.11 5.66
C -1.62 1.17 4.73
C -1.37 0.93 3.36
C -1.08 -0.37 2.96
H 0.11 -7.52 0.14
H 0.15 -5.58 -1.39
H -0.32 -3.24 -0.49
H -0.71 -4.85 3.46
H -0.33 -7.19 2.58
H -1.35 -2.05 5.92
H -1.78 0.32 6.71
H -1.80 2.18 5.07
H -1.41 1.71 2.61
*
```


Record 2
Molecular formula: C5H5NOS
Method: DFT, ωB97M-V/def2-TZVPD

E_LUMO = -0.10 eV
HOMO-LUMO gap = 0.293 Eh
Structure (SMILES) = C=C1C=C/C(=N/O)S1

```
! wB97M-V def2-TZVPD RIJCOSX def2/J DEFGRID3
* xyz 0 1
C 2.68 -0.85 0.23
C 1.53 -0.02 -0.04
C 1.39 1.42 0.21
C 0.07 1.59 -0.21
C -0.86 0.40 -0.21
N -2.05 0.58 0.03
O -2.60 -0.71 0.32
S 0.10 -0.97 -0.32
H 3.79 -0.47 0.71
H 2.62 -2.04 0.47
H 2.17 2.29 0.43
H -0.38 2.63 -0.20
H -3.46 -0.48 0.98
*
```


Record 3
Molecular formula: C4H8O2
Method: DFT, ωB97M-V/def2-TZVPD

E_LUMO = 0.82 eV
HOMO-LUMO gap = 0.400 Eh
Structure (SMILES) = OC[C@H]1C[C@H]1O

```
! wB97M-V def2-TZVPD RIJCOSX def2/J DEFGRID3
* xyz 0 1
O 2.01 -1.20 -0.45
C 1.25 -0.05 -0.76
C 0.43 0.47 0.40
C -0.89 1.15 0.11
C -0.85 -0.18 0.80
O -1.24 -1.32 0.09
H 1.38 -1.91 -0.30
H 0.59 -0.23 -1.62
H 1.97 0.72 -1.06
H 1.03 0.85 1.23
H -1.21 1.11 -0.93
H -1.19 2.05 0.64
H -1.07 -0.21 1.87
H -2.20 -1.26 -0.02
*
```


Record 4
Molecular formula: C9H21BiF3O3P2
Method: DFT, ωB97M-V/def2-TZVPD

E_LUMO = -4.63 eV
HOMO-LUMO gap = 0.229 Eh

```
! wB97M-V def2-TZVPD RIJCOSX def2/J DEFGRID3
* xyz 1 1
Bi -0.28 -0.41 -0.85
H 0.87 1.68 0.41
H 1.43 1.22 0.51
P -1.34 1.97 -1.43
P 1.48 -2.28 -0.19
C 0.59 -3.52 0.82
H 1.16 -4.46 0.88
H 0.45 -3.11 1.83
H -0.39 -3.74 0.38
C 1.75 -2.96 -1.87
H 2.28 -2.20 -2.47
H 2.36 -3.88 -1.82
H 0.77 -3.17 -2.32
C 3.07 -1.91 0.61
H 2.88 -1.55 1.63
H 3.71 -2.80 0.64
H 3.58 -1.12 0.04
C -1.53 1.68 -3.24
H -2.07 2.50 -3.74
H -0.54 1.57 -3.70
H -2.10 0.74 -3.39
C -3.01 2.13 -0.72
H -2.93 2.34 0.35
H -3.59 2.94 -1.19
H -3.58 1.19 -0.85
C -0.45 3.54 -1.22
H 0.56 3.46 -1.63
H -0.97 4.38 -1.71
H -0.37 3.76 -0.14
C -1.47 -0.71 1.17
O -2.40 -1.01 1.79
H -1.10 -1.36 -2.09
F -0.11 1.84 4.66
C 0.00 1.32 3.41
F -1.19 1.57 2.76
F 0.98 2.04 2.77
C 0.40 -0.20 3.36
O 1.00 -0.68 4.31
O 0.11 -0.83 2.26
*
```


Record 5
Molecular formula: C30H48FN3O3ReS5SbSi3
Method: DFT, ωB97M-V/def2-TZVPD

E_LUMO (alpha / beta) = -7.92 / -7.76 eV
<S²> = 0.7699
HOMO-LUMO gap (alpha / beta) = 0.221 / 0.228 Eh

```
! wB97M-V def2-TZVPD RIJCOSX def2/J DEFGRID3
* xyz 3 2
Re -0.01 0.08 1.05
F -1.77 -5.73 -2.07
C -2.37 -4.53 -2.16
C -1.94 -3.51 -1.37
C -2.62 -2.28 -1.41
C -2.16 -1.17 -0.61
O -1.13 -1.34 0.14
C -2.88 0.04 -0.70
C -3.96 0.11 -1.56
N -4.40 -0.91 -2.28
C -5.54 -0.72 -3.18
C -6.71 0.09 -2.71
C -6.84 -1.40 -2.85
C -3.73 -2.13 -2.25
C -4.13 -3.19 -3.08
C -3.46 -4.40 -3.06
N -3.83 -5.46 -3.87
C -2.88 -6.31 -4.57
C -3.12 -7.77 -4.24
N -4.55 -8.11 -4.58
C -5.54 -7.19 -3.90
C -5.21 -5.74 -4.23
C -2.57 1.26 0.07
O -3.16 2.30 -0.06
O -1.59 1.14 1.00
H -1.11 -3.66 -0.71
H -4.51 1.04 -1.65
H -5.24 -0.65 -4.22
H -7.18 0.72 -3.44
H -6.69 0.48 -1.71
H -7.42 -1.80 -3.67
H -6.88 -1.97 -1.93
H -4.96 -3.05 -3.76
H -1.86 -6.05 -4.32
H -2.99 -6.16 -5.65
H -3.00 -7.96 -3.17
H -2.48 -8.44 -4.81
H -4.75 -9.08 -4.33
H -4.68 -8.04 -5.59
H -5.45 -7.38 -2.83
H -6.54 -7.47 -4.23
H -5.88 -5.11 -3.66
H -5.39 -5.55 -5.29
C -0.97 -1.70 5.30
Si -0.51 0.10 5.24
C -1.94 1.21 4.84
C 0.42 0.65 6.75
Sb 1.20 0.40 3.30
Si 0.57 3.72 2.64
C 1.54 3.78 1.09
C -1.22 4.04 2.54
C 1.44 3.98 4.23
Si 3.31 -1.16 3.54
C 2.63 -2.89 3.43
C 4.02 -0.77 5.20
C 4.44 -0.71 2.14
H -1.73 -1.83 6.09
H -0.12 -2.32 5.55
H -1.40 -2.05 4.36
H -2.84 0.84 5.34
H -2.15 1.28 3.78
H -1.75 2.22 5.23
H -0.23 0.55 7.63
H 0.73 1.69 6.68
H 1.31 0.04 6.93
H 1.08 3.16 0.32
H 2.58 3.50 1.24
H 1.51 4.82 0.73
H -1.71 3.49 1.73
H -1.30 5.11 2.30
H -1.73 3.87 3.48
H 2.26 3.27 4.37
H 0.76 3.94 5.08
H 1.89 4.98 4.20
H 2.30 -3.25 4.40
H 3.44 -3.54 3.08
H 1.80 -2.99 2.73
H 3.39 -1.16 6.00
H 4.16 0.30 5.36
H 5.00 -1.25 5.28
H 3.90 -0.44 1.23
H 5.07 -1.57 1.91
H 5.08 0.13 2.41
C 4.58 0.20 -3.53
S 2.76 0.23 -3.54
C 2.43 -1.16 -2.52
C 1.87 -1.11 -1.29
S 1.55 0.41 -0.45
S 1.59 -2.62 -0.48
C 2.15 -3.66 -1.77
S 2.08 -5.28 -1.67
S 2.73 -2.76 -3.14
H 4.89 1.04 -4.15
H 4.95 -0.72 -3.97
H 4.96 0.33 -2.52
*
```


Record 6
Molecular formula: C2H4N2O2
Method: DFT, ωB97M-V/def2-TZVPD

E_LUMO = 0.36 eV
HOMO-LUMO gap = 0.368 Eh
Structure (SMILES) = [H]/N=C/O.N=C=O

```
! wB97M-V def2-TZVPD RIJCOSX def2/J DEFGRID3
* xyz 0 1
H -0.01 -1.65 -0.37
N -0.43 -0.85 0.10
C -0.43 -0.57 1.31
O -0.70 0.67 1.90
H -0.35 -1.27 2.14
H -0.76 1.09 1.02
N 1.18 0.81 -0.81
C 0.10 0.42 -1.40
O -0.16 -0.15 -2.42
H 1.56 1.51 -1.47
*
```